{"formula": "C4H4N2O", "method": "ωB97M-V with the def2-TZVPD basis set", "de_lowest_kcal_mol": 13.6, "energy_ha": -339.55994, "gap_ev": 9.721, "smiles": "O=c1cc[nH]cn1", "species": ["O", "N", "N", "C", "C", "C", "C", "H", "H", "H", "H"], "coordinates": [[-1.99472, 1.31377, 1.23810], [-1.42988, 0.16898, -0.61497], [0.81342, -0.51948, -0.90441], [0.11551, 0.21034, 1.24287], [1.05748, -0.33448, 0.45067], [-1.18013, 0.60427, 0.68353], [-0.46209, -0.21987, -1.35475], [-0.79635, -0.10597, -2.37946], [1.55851, -0.89486, -1.48069], [2.03417, -0.63049, 0.82721], [0.28407, 0.40779, 2.29189]], "forces_ev_per_angstrom": [[0.3, -0.3, 0.3], [0.0, 0.4, 0.0], [-0.4, 0.2, 0.1], [0.1, -0.1, 0.0], [-0.2, 0.1, 0.0], [-0.2, 0.2, 0.3], [-0.2, 0.4, 0.2], [1.2, -1.1, -0.6], [-0.5, 0.2, -0.1], [-0.2, 0.0, -0.2], [0.2, -0.1, 0.0]]}

***

{"formula": "C4H4N2O", "method": "ωB97M-V with the def2-TZVPD basis set", "de_lowest_kcal_mol": 135.4, "energy_ha": -339.36589, "gap_ev": [6.397, 7.215], "species": ["O", "N", "N", "C", "C", "C", "C", "H", "H", "H", "H"], "coordinates": [[-2.04324, 1.56602, 0.11734], [-1.42829, -0.73128, 0.14147], [-0.54751, -1.72805, -0.00011], [-1.48014, 0.54590, -0.11548], [0.73236, -1.30953, -0.03630], [1.43628, 1.23266, -0.02998], [1.10738, 0.00983, -0.00268], [1.32429, -2.19375, -0.08249], [1.56867, 1.84738, -0.90322], [1.75290, 1.90787, 0.90611], [-2.42270, -1.14706, 0.00534]], "forces_ev_per_angstrom": [[0.9, -1.5, -0.1], [-3.5, -2.1, 0.1], [0.1, 0.2, -0.1], [0.2, 2.5, -0.6], [-0.4, 1.9, 0.5], [1.7, 4.1, 2.4], [-1.0, -4.1, -0.3], [1.2, 0.1, -0.1], [-0.4, -0.1, -0.6], [-0.6, -1.9, -1.6], [1.9, 0.9, 0.5]]}

***

{"formula": "C4H4N2O", "method": "ωB97M-V with the def2-TZVPD basis set", "de_lowest_kcal_mol": 48.2, "energy_ha": -339.50492, "gap_ev": 9.875, "smiles": "Oc1cnccn1", "species": ["O", "N", "N", "C", "C", "C", "C", "H", "H", "H", "H"], "coordinates": [[-1.49965, 1.34441, -1.38610], [0.27436, 1.10580, -0.04903], [-0.08296, -1.53179, 0.22948], [1.10606, -0.94362, 0.63585], [-0.67157, 0.44179, -0.73744], [1.23119, 0.41847, 0.68067], [-0.95626, -0.93046, -0.44760], [2.11700, 0.98304, 1.06160], [-1.13936, 2.32544, -0.99919], [1.57037, -1.62926, 1.45174], [-1.94918, -1.58381, -0.43999]], "forces_ev_per_angstrom": [[1.5, 1.9, 1.6], [0.9, -1.2, -0.4], [3.6, -1.3, 1.6], [-1.0, -2.2, 3.3], [-0.6, 3.3, 1.7], [-0.7, 0.4, -2.3], [-3.1, 0.2, -0.8], [-1.2, -0.5, 0.0], [-1.2, -4.0, -1.6], [0.1, 1.3, -2.0], [1.7, 2.2, -1.1]]}

***

{"formula": "C4H4N2O", "method": "ωB97M-V with the def2-TZVPD basis set", "de_lowest_kcal_mol": 85.4, "energy_ha": -339.44562, "gap_ev": 9.113, "smiles": "C=Cc1cnno1", "species": ["O", "N", "N", "C", "C", "C", "C", "H", "H", "H", "H"], "coordinates": [[0.89410, -0.18900, 0.47064], [1.22989, -1.39007, -0.18205], [0.56665, -1.53967, -1.22884], [-1.22859, 1.23633, 0.45878], [-0.41730, -0.58190, -1.19332], [-0.63771, 1.90505, 1.52223], [-0.30020, 0.28607, -0.10825], [-1.20385, 2.66304, 1.92867], [0.49658, 1.74935, 1.69437], [-1.20917, -0.67285, -1.81175], [-2.30936, 1.20734, 0.22309]], "forces_ev_per_angstrom": [[-2.3, 0.3, 0.2], [2.1, 0.6, -0.3], [-0.9, 0.6, 1.6], [2.4, 0.7, 3.1], [0.8, 1.5, 2.1], [0.9, -1.9, -3.4], [1.3, -4.1, -2.8], [-0.8, 1.5, 1.6], [-2.3, 0.5, 0.0], [-2.2, 0.0, -2.1], [1.0, 0.3, -0.1]]}

***

{"formula": "C4H4N2O2", "method": "ωB97M-V with the def2-TZVPD basis set", "de_lowest_kcal_mol": 142.7, "energy_ha": -414.61885, "gap_ev": 10.207, "smiles": "c1cocnnco1", "species": ["O", "O", "N", "N", "C", "C", "C", "C", "H", "H", "H", "H"], "coordinates": [[-0.47286, -1.17509, 0.56626], [1.26144, 0.79524, -0.37682], [-1.64218, 0.37690, -0.51557], [-0.90217, 1.24542, 0.26961], [1.67436, -0.35931, -0.23533], [0.36240, 1.43167, 0.33851], [0.94192, -1.34503, 0.09335], [-1.46440, -0.78233, -0.14565], [2.69155, -0.40555, -0.37982], [0.60399, 2.38713, 0.96120], [1.08553, -2.35950, 0.21184], [-1.96498, -1.60945, -0.89232]], "forces_ev_per_angstrom": [[3.5, -1.7, 2.3], [0.0, 7.3, -1.9], [0.3, 3.2, 0.5], [0.5, 2.0, 0.4], [1.7, -3.6, 0.4], [-4.3, 2.0, 1.4], [-4.8, -1.8, 1.6], [-1.3, -4.5, -5.4], [2.2, -0.9, -0.6], [0.4, -2.1, -1.2], [1.2, -1.6, 0.1], [0.7, 1.8, 2.4]]}

***

{"formula": "C4H4N2O2", "method": "ωB97M-V with the def2-TZVPD basis set", "de_lowest_kcal_mol": 135.8, "energy_ha": -414.62969, "gap_ev": 10.075, "smiles": "C#[N+][O-].C#CC(N)=O", "species": ["O", "O", "N", "N", "C", "C", "C", "C", "H", "H", "H", "H"], "coordinates": [[-3.10941, 1.64358, -2.01781], [1.03537, 1.49788, 0.05309], [-1.98010, 1.65092, -2.34092], [0.34610, -0.22243, 1.41636], [-0.18545, -1.42543, -1.52591], [0.59575, 0.37576, 0.24005], [-0.83252, 1.55882, -2.53081], [0.19830, -0.52736, -0.81316], [-0.72984, -1.81800, -2.34276], [-0.09749, 0.28385, 2.18612], [0.11270, 1.89027, -2.84432], [0.29055, -1.20572, 1.35658]], "forces_ev_per_angstrom": [[-2.0, -0.1, 0.3], [-0.6, -0.6, 0.2], [3.1, -0.1, -0.2], [-0.2, 0.9, 1.7], [-0.1, 1.6, 0.2], [0.5, 1.3, -0.6], [-1.8, 0.3, -0.1], [0.3, -1.4, -1.1], [0.1, -0.8, -0.2], [0.8, -0.3, -0.4], [0.6, 0.0, -0.1], [-0.6, -0.9, 0.4]]}

***

{"formula": "C4H4N2O2", "method": "ωB97M-V with the def2-TZVPD basis set", "de_lowest_kcal_mol": 75.2, "energy_ha": -414.72640, "gap_ev": 8.940, "smiles": "[H]/N=c1\\cc(O)cno1", "species": ["O", "O", "N", "N", "C", "C", "C", "C", "H", "H", "H", "H"], "coordinates": [[0.54508, -0.31208, 1.47492], [-0.10757, 0.61109, -2.43859], [1.58096, -0.24400, 0.64302], [-1.62884, -0.44645, 1.91587], [0.10381, 0.29823, -1.15943], [-0.79443, -0.26379, 1.00694], [-0.96600, 0.13451, -0.38940], [1.38419, 0.08224, -0.61253], [-1.93607, 0.28741, -0.77671], [0.66726, 0.91067, -2.92542], [2.32771, 0.16254, -1.11658], [-2.58924, -0.42670, 1.54237]], "forces_ev_per_angstrom": [[-1.1, -0.4, -0.1], [0.0, 0.4, -1.1], [0.5, 0.8, -1.8], [-1.3, -0.5, 0.2], [-0.7, 0.1, -0.3], [0.9, 0.8, -0.4], [0.5, -0.6, 1.4], [1.4, -0.8, 2.6], [-0.9, 0.1, -0.3], [0.2, -0.1, 0.3], [0.1, 0.0, -0.6], [0.6, 0.1, 0.3]]}

***

{"formula": "C4H4N2O2", "method": "ωB97M-V with the def2-TZVPD basis set", "de_lowest_kcal_mol": 149.0, "energy_ha": -414.60878, "gap_ev": [8.027, 8.033], "species": ["O", "O", "N", "N", "C", "C", "C", "C", "H", "H", "H", "H"], "coordinates": [[2.47446, -2.26253, 2.51560], [0.83285, -2.11495, 0.94024], [2.17225, -0.18091, -1.22891], [1.14160, 0.34075, -0.69788], [-1.57516, 0.50221, -0.30966], [1.67919, -2.13028, 1.68971], [-2.49563, 1.39364, -0.23140], [0.49132, 0.99622, 0.06094], [-1.39728, -0.51890, -0.45510], [2.41431, 0.45318, -1.94177], [-3.46109, 1.18198, -0.32065], [-2.27680, 2.33961, -0.02110]], "forces_ev_per_angstrom": [[0.8, 0.4, 0.3], [-2.3, 0.4, -2.4], [-1.9, -0.8, 1.4], [2.4, 0.0, -0.1], [4.2, 0.7, 0.6], [1.4, -0.8, 2.0], [2.5, -1.8, -0.1], [-4.4, -0.5, -0.3], [-0.3, -1.2, -0.2], [0.7, 0.9, -1.5], [-4.0, -1.2, -0.6], [1.0, 3.9, 0.8]]}

***

{"formula": "C4H4N2O2", "method": "ωB97M-V with the def2-TZVPD basis set", "de_lowest_kcal_mol": 78.3, "energy_ha": -414.72136, "gap_ev": 10.441, "smiles": "C#CC(=O)N(N)C=O", "species": ["O", "O", "N", "N", "C", "C", "C", "C", "H", "H", "H", "H"], "coordinates": [[-0.31426, 0.27239, 1.92993], [-0.20029, -0.26197, -2.04292], [0.75859, 0.09262, -0.03219], [1.95587, 0.17860, 0.62610], [0.78006, -0.06638, -1.39225], [-0.39044, 0.11359, 0.73802], [-2.84979, -0.31690, -0.11632], [-1.69855, -0.12806, 0.13236], [-3.81681, -0.37918, -0.46404], [1.99338, -0.56642, 1.31130], [1.93747, 1.06552, 1.12724], [1.84476, -0.00380, -1.81724]], "forces_ev_per_angstrom": [[0.2, 0.2, 0.5], [-0.3, 0.0, -0.6], [-0.7, -0.2, -0.1], [0.9, 0.6, 0.4], [1.4, -0.2, -1.1], [-1.1, -0.5, 0.1], [1.0, 0.3, 0.1], [0.9, 0.2, 0.3], [-1.5, -0.3, -0.4], [0.1, 0.1, 0.2], [0.3, -0.3, 0.2], [-1.2, -0.1, 0.6]]}

***

{"formula": "C4H4N2O2", "method": "ωB97M-V with the def2-TZVPD basis set", "de_lowest_kcal_mol": 226.0, "energy_ha": -414.48609, "gap_ev": 9.486, "species": ["O", "O", "N", "N", "C", "C", "C", "C", "H", "H", "H", "H"], "coordinates": [[-2.16553, -0.63738, -0.15857], [-0.59828, -2.30631, -0.21029], [-0.97409, -0.18148, -0.48456], [0.32725, 1.75303, -0.34208], [1.36210, -1.06199, -0.08506], [-0.05015, -1.11948, -0.17592], [2.51157, -0.72622, -0.13050], [-0.71962, 1.22832, -0.17993], [0.26162, 2.80069, 0.37277], [-1.68239, 1.83850, 0.79568], [-1.79036, -1.46992, 0.73929], [3.51787, -0.11776, -0.14083]], "forces_ev_per_angstrom": [[-1.5, -2.2, 3.4], [2.2, 2.6, 2.0], [2.0, 3.1, 0.7], [4.9, 7.0, 1.6], [0.1, 1.6, -0.2], [-1.3, -5.9, -2.4], [2.7, 2.0, 0.1], [-7.5, -1.7, 5.1], [0.6, -4.0, -3.3], [2.1, -2.4, -3.2], [-1.8, 2.1, -3.8], [-2.5, -2.1, 0.0]]}

***

{"formula": "C4H4N2O2", "method": "ωB97M-V with the def2-TZVPD basis set", "de_lowest_kcal_mol": 138.7, "energy_ha": -414.62512, "gap_ev": 11.229, "species": ["O", "O", "N", "N", "C", "C", "C", "C", "H", "H", "H", "H"], "coordinates": [[2.56133, -0.63415, -0.22934], [-1.56376, -0.94687, -0.56396], [2.20822, 0.70193, -0.31079], [1.51222, -1.42816, 0.15600], [0.57337, -0.52210, 0.23063], [-0.87001, -0.24762, 0.34064], [-0.56190, 1.14843, -0.09029], [0.93984, 0.73088, -0.03259], [-1.65684, -1.98525, -0.48786], [-0.79405, 1.92221, 0.65643], [-1.35423, -0.28079, 1.30273], [-0.99419, 1.54148, -0.97158]], "forces_ev_per_angstrom": [[0.3, 0.6, 0.6], [-2.9, -4.0, -2.8], [0.9, 0.8, -0.8], [-0.6, 1.3, -0.3], [-0.2, -4.3, 2.0], [-0.3, -1.6, 1.4], [1.2, 3.0, 1.5], [0.8, 1.4, -1.5], [0.7, 3.4, 0.4], [0.0, -0.4, 0.1], [0.2, -0.1, 0.8], [0.0, -0.2, -1.4]]}

***

{"formula": "C4H4N2O2", "method": "ωB97M-V with the def2-TZVPD basis set", "de_lowest_kcal_mol": 90.2, "energy_ha": -414.70252, "gap_ev": 9.610, "smiles": "C=C1NC(=O)C(=O)N1", "species": ["O", "O", "N", "N", "C", "C", "C", "C", "H", "H", "H", "H"], "coordinates": [[-2.46955, -1.31526, 0.16163], [-2.45016, 1.55591, -0.42697], [0.00544, 1.16243, 0.41084], [-0.23147, -1.08707, -0.19126], [-1.44201, 0.98450, -0.12821], [-1.52941, -0.61439, -0.10801], [2.00053, -0.18470, 0.03982], [0.71897, -0.16923, -0.00388], [2.36420, 0.87078, 0.39457], [0.38403, 1.98044, -0.29812], [0.10960, -1.96364, 0.57965], [2.53983, -1.21978, -0.43006]], "forces_ev_per_angstrom": [[0.2, 0.9, -0.6], [2.0, 1.3, 0.6], [-1.3, 2.0, -5.0], [1.0, -5.4, 3.0], [0.6, -3.4, 0.6], [-0.1, -0.4, 1.3], [3.7, -0.9, -1.0], [-2.5, 4.7, 1.0], [0.4, -2.6, -0.9], [-0.8, -2.3, 2.6], [-2.1, 2.7, -3.4], [-1.0, 3.5, 1.8]]}